1.
Computed, not measured: C34H58MnN5SSi as an isolated structure, with ωB97M-V/def2-TZVPD.

Output
LUMO (alpha / beta): 2.556 / 2.557 eV
2S+1: 2
HOMO energy (alpha / beta): -3.4221 / -3.3828 eV
total charge: -1

Cartesian coordinates (Å):
Mn 0.0707 -0.7852 0.0956
C -4.6904 -2.1740 2.5488
C -4.4668 -0.6666 2.5039
N -3.1310 -0.2711 2.9055
C -2.0310 -0.3858 2.0997
S -2.2251 -0.5817 0.4017
N -0.8889 -0.2625 2.7647
N 0.2031 -0.3351 1.9585
C 1.3876 -0.1267 2.4773
C 1.6422 0.2586 3.8982
C 2.4566 -0.3005 1.5208
C 3.8157 -0.2090 1.8408
C 4.7550 -0.4987 0.8743
C 4.3322 -0.8680 -0.4034
C 2.9800 -0.8934 -0.6665
N 2.0601 -0.5931 0.2568
H -5.7250 -2.4226 2.2995
H -4.4761 -2.5680 3.5453
H -4.0332 -2.6687 1.8332
H -5.1723 -0.1521 3.1599
H -4.6341 -0.2923 1.4949
H -2.9025 -0.3432 3.8854
H 0.6942 0.3690 4.4174
H 2.1857 1.2068 3.9587
H 2.2388 -0.5019 4.4120
H 4.1143 0.0575 2.8457
H 5.8107 -0.4482 1.1103
H 5.0373 -1.1154 -1.1849
H 2.5911 -1.1638 -1.6410
C -1.1433 4.0484 -2.2626
C -0.6492 2.6234 -1.9722
C -1.8479 1.6938 -2.1904
C 0.3898 2.2768 -3.0421
Si 0.1348 2.2548 -0.1909
C 1.8996 3.2127 -0.1759
C 2.3806 3.3880 1.2719
C 1.9288 4.5970 -0.8388
C 2.9889 2.3876 -0.8649
C -0.9715 3.3040 1.1035
C -0.8075 4.8299 1.0506
C -2.4645 3.0203 0.8883
C -0.6606 2.8879 2.5489
H -1.5166 4.1077 -3.2959
H -0.3615 4.8003 -2.1570
H -1.9703 4.3336 -1.6126
H -2.2154 1.8066 -3.2203
H -2.6764 1.9120 -1.5190
H -1.5756 0.6512 -2.0314
H -0.0828 2.2687 -4.0341
H 0.8231 1.2868 -2.8694
H 1.2051 2.9991 -3.0776
H 1.7713 4.0921 1.8366
H 3.4100 3.7744 1.2720
H 2.3860 2.4363 1.8133
H 1.2086 5.2926 -0.4129
H 1.7406 4.5391 -1.9111
H 2.9283 5.0414 -0.7153
H 3.0792 1.4093 -0.4129
H 3.9595 2.8936 -0.7525
H 2.8151 2.2497 -1.9318
H -1.0084 5.2470 0.0640
H 0.1901 5.1507 1.3517
H -1.5146 5.2939 1.7539
H -2.8368 3.4538 -0.0403
H -3.0394 3.4741 1.7089
H -2.6832 1.9533 0.8737
H 0.3755 3.0743 2.8351
H -0.8699 1.8373 2.7244
H -1.2955 3.4692 3.2347
C -0.6034 -0.7307 -4.4179
C -0.5584 -1.9541 -3.5466
C -0.8717 -3.1863 -4.1191
C -0.8042 -4.3341 -3.3482
C -1.1219 -5.6767 -3.9617
C -0.4477 -4.2815 -2.0105
C -0.1438 -3.0561 -1.3535
C -0.1911 -1.9082 -2.2106
N 0.1662 -2.7764 -0.0638
C 0.3666 -3.7635 1.0224
C 0.2677 -5.2589 0.6867
C 1.7713 -3.5649 1.6032
C -0.6685 -3.5279 2.1281
H -0.6900 -1.0176 -5.4670
H 0.2891 -0.1179 -4.3046
H -1.4555 -0.1003 -4.1696
H -1.1479 -3.2432 -5.1666
H -1.3815 -5.5765 -5.0162
H -1.9624 -6.1533 -3.4520
H -0.2695 -6.3562 -3.8869
H -0.4237 -5.2232 -1.4999
H 0.1387 -0.9233 -1.8235
H 1.0026 -5.5688 -0.0571
H -0.7307 -5.5411 0.3580
H 0.4755 -5.8124 1.6058
H 2.5294 -3.7681 0.8420
H 1.9354 -4.2385 2.4506
H 1.9026 -2.5471 1.9549
H -1.6766 -3.6567 1.7259
H -0.5987 -2.5280 2.5430
H -0.5210 -4.2452 2.9422



2.
Computed, not measured: C34H59BrN4O5Tl as an isolated structure, with ωB97M-V/def2-TZVPD.

Output
LUMO: 2.314 eV
HOMO energy: -4.5931 eV
total charge: -1

Cartesian coordinates (Å):
Tl 2.3934 -0.5429 0.2050
C 1.4688 3.8546 -4.6155
C 0.8307 2.7657 -3.7472
C -0.5886 3.1665 -3.3255
C -1.4830 2.0707 -2.7161
C -2.8190 2.7107 -2.3519
C -1.7282 0.9185 -3.6949
N -0.7827 1.5464 -1.4959
C -1.5032 0.6443 -0.5628
C -2.0914 1.3937 0.6181
N -1.0738 2.0889 1.3862
C -0.2722 1.2284 2.2476
C 1.1866 1.7192 2.3167
O 1.6123 2.1274 3.3984
O 1.8508 1.6955 1.2155
C -1.6108 3.3238 1.9848
C -1.1624 3.6089 3.4184
C -1.4252 4.5141 1.0382
C -0.0305 4.9673 0.5626
C -0.2806 6.2539 -0.2334
C 0.9115 5.2870 1.7287
N 0.5665 3.9382 -0.3233
C 1.6081 4.4293 -1.2220
C 2.4119 3.3032 -1.8519
N 1.6769 2.3186 -2.6319
C 2.5392 1.2225 -3.0540
C 1.7295 -0.0723 -3.2732
O 1.9674 -0.7489 -4.2712
O 0.8470 -0.3027 -2.3775
H 0.8997 3.9892 -5.5370
H 2.4868 3.5738 -4.8897
H 1.5084 4.8172 -4.1032
H 0.7204 1.8866 -4.3906
H -1.1110 3.5091 -4.2246
H -0.5579 4.0136 -2.6378
H -3.2911 3.0703 -3.2680
H -2.6916 3.5592 -1.6801
H -3.4975 1.9907 -1.8934
H -1.8408 1.3191 -4.7039
H -2.6487 0.3863 -3.4470
H -0.9103 0.1984 -3.6934
H 0.0497 0.9792 -1.8553
H -0.3933 2.3535 -0.9667
H -0.7645 -0.0773 -0.2129
H -2.2605 0.0746 -1.1006
H -2.6710 0.6800 1.2270
H -2.7965 2.1410 0.2536
H -0.2595 0.2179 1.8345
H -0.6743 1.1554 3.2633
H -2.7045 3.2059 2.0585
H -0.0925 3.5065 3.5788
H -1.6543 2.9294 4.1146
H -1.4658 4.6243 3.6823
H -1.9030 5.3768 1.5173
H -2.0042 4.3154 0.1313
H -0.7707 6.9861 0.4098
H -0.9311 6.0653 -1.0920
H 0.6460 6.7009 -0.5922
H 0.4245 5.9398 2.4569
H 1.8025 5.8036 1.3641
H 1.2416 4.3817 2.2400
H 0.9789 3.2141 0.2741
H 2.3426 5.0689 -0.7099
H 1.1501 5.0473 -1.9958
H 2.8834 2.7489 -1.0348
H 3.2286 3.7690 -2.4319
H 3.1043 1.4489 -3.9692
H 3.2634 1.0259 -2.2588
C 0.4501 -7.4758 4.0410
C 1.3052 -7.2281 2.7896
C 0.8884 -8.2278 1.7031
C 2.7737 -7.4987 3.1376
C 1.1055 -5.7869 2.3218
C 1.9199 -4.7571 2.7639
C 1.6856 -3.4594 2.3510
Br 2.8213 -2.0945 3.0647
C 0.6654 -3.0694 1.4567
O 0.5222 -1.8467 1.0413
C -0.2072 -4.1367 1.0555
C 0.0456 -5.4290 1.4866
C -1.3936 -3.8391 0.1338
C -2.3005 -2.7780 0.7757
C -0.8827 -3.3528 -1.2321
C -2.2601 -5.0767 -0.1159
H 0.5795 -8.4985 4.4084
H -0.6073 -7.3199 3.8184
H 0.7297 -6.7834 4.8371
H 1.1528 -9.2427 2.0103
H 1.3916 -8.0110 0.7591
H -0.1872 -8.2115 1.5246
H 2.9199 -8.5635 3.3337
H 3.0846 -6.9565 4.0315
H 3.4310 -7.2056 2.3172
H 2.7447 -4.9388 3.4388
H -0.6232 -6.2107 1.1570
H -1.7468 -1.8641 0.9693
H -2.7025 -3.1439 1.7240
H -3.1430 -2.5566 0.1117
H -0.2807 -2.4559 -1.1365
H -1.7280 -3.1417 -1.8962
H -0.2667 -4.1208 -1.7036
H -2.6561 -5.4909 0.8147
H -1.7088 -5.8609 -0.6389
H -3.1077 -4.7935 -0.7444



| no. | largest force on an atom (eV/Å) |
| --- | --- |
| 1 | 1.31 |
| 2 | 0.44 |